Record 1
Density functional theory data (ωB97M-V with the def2-TZVPD basis set) for C40H56Br2IN7O2PRbS5 as an isolated structure in a non-equilibrium geometry.

XYZ file:
```
115
Properties=species:S:1:pos:R:3:mulliken_charge:R:1
Rb 0.056 -0.104 0.227 0.46
C -3.244 2.748 1.012 -0.35
C -4.246 1.765 1.656 -0.84
N -3.583 0.512 1.996 0.47
C -3.822 0.018 3.339 -0.74
C -3.260 0.880 4.483 -0.94
S -1.436 1.023 4.390 -0.14
C -1.098 2.778 4.032 -0.30
C -1.959 3.438 2.961 -1.02
N -1.994 2.685 1.727 1.25
H -3.042 2.466 -0.021 0.08
H -3.691 3.755 1.001 0.20
H -4.688 2.235 2.547 0.43
H -5.074 1.570 0.962 0.33
H -2.578 0.704 1.923 -0.32
H -4.900 -0.114 3.491 0.46
H -3.347 -0.963 3.405 0.14
H -3.682 1.885 4.491 0.41
H -3.489 0.406 5.440 0.56
H -1.159 3.338 4.968 0.45
H -0.064 2.765 3.682 -0.08
H -2.981 3.550 3.341 0.45
H -1.560 4.453 2.819 0.32
H -1.205 2.935 1.123 -0.95
Br 6.933 3.213 -0.906 -0.27
C 5.254 2.407 -0.455 -0.45
C 4.145 2.646 -1.253 -0.80
C 2.968 2.041 -0.851 -0.84
N 2.857 1.253 0.212 1.23
C 3.940 1.003 0.951 0.40
C 5.175 1.599 0.650 -0.93
C 3.750 0.135 2.122 0.62
C 4.813 -0.235 2.960 -1.01
C 4.535 -1.022 4.052 -0.14
Br 5.973 -1.550 5.203 -0.25
C 3.250 -1.433 4.339 -0.68
C 2.268 -1.022 3.443 -0.47
N 2.503 -0.277 2.378 0.78
H 4.190 3.285 -2.122 0.58
H 2.045 2.234 -1.398 0.47
H 6.047 1.435 1.266 0.40
H 5.827 0.072 2.757 0.45
H 3.017 -2.053 5.191 0.49
H 1.235 -1.313 3.601 0.39
O -0.505 -3.564 -0.075 -0.56
N 0.378 -4.275 -0.753 0.38
C -0.090 -4.952 -1.822 -0.38
C 0.704 -5.734 -2.621 -0.61
C 2.066 -5.812 -2.325 -0.35
C 2.553 -5.112 -1.252 -0.76
C 1.725 -4.331 -0.408 0.03
S 2.332 -3.512 0.930 -0.16
H -1.151 -4.833 -1.986 0.29
H 0.268 -6.265 -3.455 0.41
H 2.726 -6.420 -2.932 0.34
H 3.600 -5.133 -0.992 0.43
S -0.526 3.522 -1.185 -0.18
C 0.584 4.754 -0.649 -0.03
C 0.693 5.923 -1.426 -0.73
C 1.529 6.974 -1.089 -0.51
C 2.310 6.885 0.059 -0.51
C 2.235 5.743 0.837 -0.72
C 1.384 4.664 0.530 0.08
S 1.376 3.300 1.611 -0.21
H 0.079 5.983 -2.317 0.34
H 1.572 7.860 -1.717 0.30
H 2.969 7.700 0.343 0.32
H 2.835 5.656 1.736 0.32
I -1.737 -4.877 6.638 0.01
C -1.339 -3.902 4.841 -1.13
C -1.044 -4.505 3.636 -0.26
N -0.888 -3.510 2.754 0.46
N -1.059 -2.312 3.302 -0.06
C -1.336 -2.525 4.583 0.02
H -0.929 -5.543 3.376 0.45
H -0.627 -3.584 1.745 0.21
H -1.506 -1.700 5.256 0.52
C -5.511 0.622 -1.922 -1.23
C -4.148 0.154 -2.405 -0.72
S -3.001 -0.290 -1.034 0.85
O -1.751 -0.648 -1.742 -0.53
C -3.753 -1.908 -0.585 -0.29
C -3.593 -2.934 -1.693 -0.98
H -6.155 0.860 -2.770 0.40
H -5.410 1.519 -1.310 0.24
H -6.007 -0.146 -1.326 0.26
H -3.609 0.956 -2.911 0.53
H -4.209 -0.705 -3.072 0.42
H -4.785 -1.722 -0.290 0.50
H -3.179 -2.203 0.295 0.05
H -4.411 -2.899 -2.415 0.31
H -3.539 -3.940 -1.278 0.43
H -2.651 -2.737 -2.212 -0.03
C 3.545 -2.085 -3.399 -1.55
C 2.657 -1.408 -2.356 1.38
P 1.053 -0.640 -2.905 0.77
C 1.691 0.567 -4.174 -1.07
C 0.684 1.693 -4.429 -1.11
C 0.436 -1.992 -4.024 0.09
C -0.868 -1.619 -4.734 -1.37
H 4.514 -2.334 -2.959 0.42
H 3.721 -1.433 -4.257 0.34
H 3.097 -3.015 -3.753 0.26
H 3.204 -0.596 -1.868 0.04
H 2.405 -2.126 -1.567 -1.09
H 1.940 0.053 -5.109 0.50
H 2.612 0.992 -3.764 0.49
H -0.240 1.304 -4.863 0.20
H 1.096 2.438 -5.115 0.41
H 0.420 2.199 -3.496 0.07
H 0.270 -2.855 -3.373 -0.57
H 1.200 -2.263 -4.757 0.63
H -1.550 -1.148 -4.027 0.05
H -1.356 -2.502 -5.156 0.39
H -0.681 -0.917 -5.549 0.43
```

## Properties
total charge	-2
LUMO energy	3.1	eV
molar mass	1230.42	g mol⁻¹
spin multiplicity	1

=====

Record 2
Density functional theory data (ωB97M-V with the def2-TZVPD basis set) for a 10-piece molecular cluster, C40H56N9O16 overall in a non-equilibrium geometry.

XYZ file:
```
121
Properties=species:S:1:pos:R:3:mulliken_charge:R:1
C 45.875 4.180 36.376 0.04
O 46.340 3.168 35.898 -0.33
O 44.930 4.909 35.636 -0.59
O 46.332 4.718 37.478 -0.18
H 44.750 4.425 34.899 0.22
C 43.219 4.517 39.523 -0.68
C 43.118 3.100 39.810 0.70
C 42.186 2.648 40.865 -0.63
C 41.029 3.623 41.269 0.14
C 41.046 5.058 40.830 -0.90
C 42.248 5.458 40.016 -0.45
N 39.939 3.056 42.162 0.71
O 40.266 1.973 42.898 -0.51
O 39.043 3.918 42.533 -0.51
H 43.800 4.887 38.850 0.75
H 43.923 2.603 39.373 0.04
H 41.976 1.585 41.320 0.34
H 40.342 5.751 41.320 0.45
H 42.612 6.431 39.903 0.61
C 46.844 3.091 40.174 -0.20
C 46.263 3.146 41.623 -0.50
C 45.802 1.793 42.144 -0.67
C 45.515 0.554 41.207 0.04
C 46.239 0.619 39.786 -0.95
C 46.670 1.979 39.289 -0.48
N 44.843 -0.633 41.777 0.94
O 44.186 -0.400 42.854 -0.56
O 44.839 -1.631 41.025 -0.58
H 47.277 3.866 39.550 0.28
H 46.384 3.996 42.245 0.61
H 45.306 1.726 43.208 0.25
H 46.221 -0.274 39.292 0.84
H 47.142 2.006 38.431 0.93
C 44.334 8.948 37.969 -0.76
C 45.131 7.641 38.149 -1.17
C 45.715 7.332 39.455 0.24
C 45.710 8.356 40.554 -0.12
C 44.873 9.673 40.382 -0.44
C 44.258 9.911 38.996 -0.59
N 46.408 8.048 41.779 0.97
O 46.397 6.945 42.292 -0.51
O 46.672 9.059 42.508 -0.63
H 44.123 9.209 37.040 0.69
H 45.190 6.958 37.472 1.22
H 46.119 6.431 39.844 0.43
H 44.615 10.415 41.254 0.33
H 43.946 10.964 38.635 0.25
C 51.125 4.556 36.128 -0.98
C 49.587 4.719 36.471 -0.48
C 49.318 5.608 37.653 -0.31
C 50.330 6.068 38.524 0.50
C 51.858 5.757 38.278 -0.69
C 52.148 5.046 36.906 -0.37
N 50.092 6.901 39.674 0.94
O 50.736 7.960 39.809 -0.58
O 49.235 6.429 40.401 -0.52
H 51.495 4.124 35.186 0.36
H 48.983 4.423 35.637 0.84
H 48.425 6.057 37.668 0.52
H 52.707 6.176 38.757 0.42
H 53.253 4.846 36.773 0.30
C 46.956 -0.439 36.423 0.16
O 46.182 -1.354 36.745 -0.71
N 48.319 -0.671 36.452 0.17
C 49.112 0.357 35.886 -0.84
C 48.900 -1.876 37.072 -1.04
H 46.539 0.567 36.046 0.37
H 48.706 1.406 36.047 0.12
H 49.217 -0.002 34.865 0.38
H 50.171 0.322 36.379 0.33
H 48.369 -2.620 36.729 0.45
H 48.884 -1.689 38.126 0.32
H 49.996 -1.679 36.833 0.29
C 40.966 1.242 35.419 -0.17
O 39.734 1.219 35.411 -0.67
N 41.749 0.893 36.474 0.27
C 43.225 1.085 36.288 -1.42
C 41.226 0.506 37.888 -1.34
H 41.337 1.471 34.575 0.57
H 43.422 2.107 35.920 0.34
H 43.670 0.317 35.964 1.35
H 43.832 1.321 37.275 -0.25
H 42.128 0.389 38.471 0.42
H 40.375 -0.321 37.703 0.26
H 40.864 1.195 38.309 0.58
C 46.878 6.878 31.361 0.12
O 46.925 7.650 30.359 -0.65
N 47.935 6.529 32.078 0.17
C 47.638 5.657 33.169 -0.91
C 49.207 7.232 32.001 -0.90
H 45.961 6.246 31.508 0.42
H 46.728 5.650 33.570 0.65
H 48.220 5.846 33.852 0.08
H 47.953 4.507 32.934 0.12
H 49.139 8.107 31.428 0.40
H 49.956 6.700 31.356 0.29
H 49.687 7.339 33.013 0.24
C 42.003 6.442 36.630 0.60
O 42.065 7.582 35.990 -0.80
N 40.941 5.788 36.628 0.14
C 40.748 4.392 37.044 -0.36
C 39.658 6.384 36.040 -1.09
H 42.873 5.875 37.008 0.02
H 41.692 3.876 37.154 -0.27
H 40.061 3.976 36.343 0.58
H 40.330 4.433 38.126 0.07
H 39.368 7.212 36.552 0.37
H 38.761 5.736 35.827 0.34
H 40.058 6.773 35.136 0.41
C 44.876 2.259 33.119 0.20
O 44.500 3.527 33.025 -0.75
N 44.030 1.179 32.854 0.34
C 44.470 -0.202 33.018 -1.24
C 42.778 1.411 32.153 -1.47
H 45.864 1.945 33.629 0.21
H 44.275 -0.713 32.244 0.70
H 44.002 -0.661 33.846 0.39
H 45.622 -0.397 33.022 0.27
H 42.251 2.098 32.836 0.30
H 42.275 0.511 32.212 0.55
H 42.966 1.709 31.296 0.48
```

## Properties
total charge	-1
LUMO energy	0.2	eV
molar mass	918.93	g mol⁻¹
spin multiplicity	1

=====

Taking the records one at a time from the top gives energy relative to the best compared isomer or geometry (same formula, charge and spin) values of 20.93, 63.66 kcal/mol.
Taking the records one at a time from the top gives DFT total energy values of -9893.70897, -3253.38621 hartree.